ORCA calculation (ωB97M-V/def2-TZVPD) on C20H22Cl2N2O7S in the gas phase.

SMILES string = COc1cc(Cl)c(C)cc1NC(=O)COC(=O)[C@H](NS(=O)(=O)c1ccc(Cl)cc1)[C@H](C)O
Frontier orbital gap = 8.770 eV

Cartesian coordinates (Å):
C 1.14 2.50 1.76
O 1.27 1.67 0.62
C 2.49 1.12 0.34
C 3.67 1.41 1.01
C 4.84 0.75 0.65
Cl 6.28 1.14 1.51
C 4.87 -0.20 -0.37
C 6.14 -0.90 -0.73
C 3.69 -0.46 -1.04
C 2.51 0.18 -0.71
N 1.30 -0.04 -1.37
C 0.97 -1.01 -2.25
O 1.70 -1.88 -2.67
C -0.50 -0.93 -2.71
O -1.23 0.07 -2.02
C -2.21 -0.31 -1.20
O -2.58 -1.44 -1.05
C -2.80 0.88 -0.46
N -3.60 0.43 0.66
S -2.75 0.19 2.08
O -3.72 -0.11 3.08
O -1.91 1.34 2.24
C -1.73 -1.25 1.77
C -2.31 -2.50 1.84
C -1.56 -3.61 1.50
C -0.24 -3.44 1.09
Cl 0.70 -4.81 0.64
C 0.34 -2.18 1.04
C -0.42 -1.07 1.38
C -3.65 1.76 -1.42
C -4.05 3.05 -0.71
O -4.76 1.05 -1.89
H 0.07 2.62 1.92
H 1.61 3.47 1.59
H 1.58 2.03 2.64
H 3.70 2.13 1.80
H 6.90 -0.19 -1.05
H 5.97 -1.62 -1.53
H 6.54 -1.43 0.14
H 3.67 -1.19 -1.84
H 0.57 0.61 -1.11
H -0.51 -0.69 -3.78
H -0.97 -1.91 -2.56
H -2.00 1.49 -0.05
H -4.15 -0.39 0.43
H -3.33 -2.59 2.16
H -1.98 -4.60 1.53
H 1.37 -2.07 0.73
H -0.01 -0.08 1.35
H -3.05 1.98 -2.30
H -3.18 3.66 -0.50
H -4.74 3.61 -1.33
H -4.54 2.81 0.24
H -5.39 0.94 -1.17

=====

ORCA calculation (ωB97M-V/def2-TZVPD) on C3H4O3 in the gas phase at a distorted geometry.

SMILES string = O=C/C(O)=C/O
Frontier orbital gap = 9.492 eV
Energy relative to the best compared isomer or geometry (same formula, charge and spin) = 69.9 kcal/mol

Cartesian coordinates (Å):
O 2.50 0.15 -0.01
C 1.47 0.76 -0.09
C -0.03 -0.21 0.20
O 0.36 -1.52 0.23
C -1.17 0.42 -0.06
O -2.39 -0.10 0.09
H 1.31 1.82 -0.03
H 1.30 -1.68 0.18
H -1.17 1.40 -0.39
H -2.18 -1.04 -0.12

=====

ORCA calculation (ωB97M-V/def2-TZVPD) on C4H8FN in the gas phase at a distorted geometry.

SMILES string = C/C(F)=C\CN
Frontier orbital gap = 9.231 eV
Energy relative to the best compared isomer or geometry (same formula, charge and spin) = 49.0 kcal/mol

Cartesian coordinates (Å):
C -0.11 -0.45 -1.76
C 1.06 -0.29 -0.78
F 2.25 -0.79 -1.16
C 0.98 0.32 0.44
C -0.09 0.50 1.42
N -1.54 0.25 1.23
H -0.62 0.52 -1.90
H 0.23 -0.81 -2.73
H -1.01 -1.10 -1.30
H 1.97 0.74 0.70
H 0.16 1.47 1.92
H 0.35 -0.30 2.20
H -1.85 -0.83 1.29
H -1.76 0.78 0.42

=====

no.,lowest unoccupied orbital energy (eV)
1,0.4
2,0.6
3,0.8